40
Properties=species:S:1:pos:R:3 method="wB97M-V/def2-TZVPD" relative_energy_kj_mol=0.0 spin_multiplicity=1 mol_weight_g_mol=387.00 total_charge=0 energy_ev=-89955.91077 orbital_gap_ev=10.606
C 0.676 1.957 0.769
O 0.919 0.759 0.099
C 0.737 0.814 -1.352
C 1.546 -0.276 -2.006
O 1.092 -1.515 -1.563
C 1.792 -2.546 -2.169
H 1.547 2.243 1.378
H -0.170 1.834 1.455
H 0.469 2.791 0.096
H 1.103 1.767 -1.742
H -0.330 0.681 -1.568
H 2.615 -0.117 -1.754
H 1.457 -0.168 -3.109
H 1.597 -2.596 -3.254
H 1.499 -3.480 -1.700
H 2.889 -2.441 -2.026
Cl -1.495 4.168 -2.052
C -2.225 4.426 -0.421
C -3.371 3.520 -0.142
Cl -2.840 1.907 0.277
H -2.576 5.457 -0.372
H -1.444 4.312 0.322
H -4.026 3.468 -1.009
H -4.002 3.904 0.664
Cl -3.684 -2.651 -0.542
C -2.066 -1.966 -0.270
C -1.985 -1.292 1.042
Cl -1.734 -2.476 2.400
H -1.934 -1.218 -1.054
H -1.325 -2.734 -0.412
H -2.893 -0.733 1.230
H -1.114 -0.650 1.097
Cl 3.842 -1.491 3.607
C 2.822 -1.496 2.148
C 1.827 -2.622 2.151
Cl 2.627 -4.220 2.019
H 3.478 -1.555 1.288
H 2.297 -0.550 2.129
H 1.159 -2.553 1.299
H 1.221 -2.663 3.047

=====

139
Properties=species:S:1:pos:R:3 method="wB97M-V/def2-TZVPD" spin_multiplicity=1 mol_weight_g_mol=836.05 total_charge=0 energy_ev=-98256.38425 orbital_gap_ev=9.062
C -0.472 2.493 3.943
C -1.841 1.830 4.137
P -1.815 -0.001 4.059
C -3.514 -0.390 4.644
C -3.674 -1.873 5.020
C -1.776 -0.369 2.174
P -3.392 -0.509 1.282
N -4.139 0.811 1.058
O -4.295 -1.616 2.018
O -3.035 -1.293 -0.089
O -1.200 0.807 1.542
C -0.003 0.473 0.976
O 0.812 1.258 0.657
O 0.059 -0.860 0.820
C -0.675 -1.444 1.923
C -1.031 -2.872 1.567
C 0.207 -3.799 1.603
C 0.237 -4.678 0.340
S 1.894 -4.907 -0.374
H 0.324 1.894 4.394
H -0.469 3.471 4.426
H -0.256 2.648 2.886
H -2.600 2.280 3.488
H -2.185 2.007 5.165
H -3.633 0.235 5.535
H -4.294 -0.066 3.952
H -4.702 -2.208 4.863
H -3.019 -2.525 4.427
H -3.419 -2.046 6.067
H -3.721 1.640 1.455
H -3.818 -2.390 2.341
H -3.797 -1.778 -0.438
H 0.012 -1.462 2.777
H -1.846 -3.238 2.205
H -1.410 -2.879 0.548
H 0.230 -4.412 2.507
H 1.099 -3.168 1.583
H -0.355 -4.170 -0.419
H -0.178 -5.674 0.504
H 2.153 -6.146 0.058
C 2.146 5.267 7.571
C 1.290 4.822 6.401
O 0.309 3.859 6.786
H 2.646 4.413 8.030
H 2.901 5.985 7.249
H 1.530 5.748 8.335
H 1.900 4.330 5.643
H 0.801 5.685 5.945
H -0.258 4.269 7.448
C 5.494 -7.810 0.539
C 5.421 -7.799 -0.975
O 4.559 -6.773 -1.466
H 4.500 -7.941 0.967
H 6.135 -8.620 0.890
H 5.901 -6.868 0.913
H 5.002 -8.735 -1.345
H 6.421 -7.685 -1.405
H 4.898 -5.920 -1.175
C -0.045 10.099 6.411
C -0.661 8.869 5.771
O -0.445 7.694 6.555
H 1.026 9.956 6.563
H -0.193 10.979 5.784
H -0.500 10.297 7.384
H -0.196 8.666 4.807
H -1.729 9.022 5.602
H -0.864 7.831 7.411
C 2.496 1.280 7.496
C 3.426 0.869 8.620
O 2.894 -0.192 9.409
H 1.526 1.587 7.886
H 2.913 2.112 6.927
H 2.332 0.447 6.806
H 3.581 1.695 9.314
H 4.406 0.583 8.221
H 2.753 -0.949 8.832
C 3.590 -9.636 -4.389
C 3.534 -8.183 -4.826
O 2.915 -7.347 -3.866
H 2.586 -10.008 -4.183
H 4.045 -10.262 -5.158
H 4.181 -9.741 -3.475
H 2.939 -8.087 -5.735
H 4.545 -7.820 -5.053
H 3.430 -7.390 -3.048
C -0.239 -0.498 -2.506
C -1.035 -1.766 -2.712
O -1.217 -2.446 -1.470
H 0.749 -0.720 -2.098
H -0.114 0.037 -3.448
H -0.760 0.153 -1.801
H -0.532 -2.460 -3.385
H -2.016 -1.527 -3.138
H -1.651 -1.806 -0.893
C 1.405 -1.938 -6.464
C 0.094 -1.177 -6.480
O 0.190 0.087 -5.830
H 1.751 -2.087 -5.440
H 1.292 -2.914 -6.939
H 2.180 -1.384 -7.001
H -0.672 -1.729 -5.934
H -0.260 -1.047 -7.508
H 0.845 0.621 -6.290
C -2.506 3.585 -0.986
C -3.414 2.695 -1.814
O -3.046 1.325 -1.725
H -1.469 3.466 -1.302
H -2.787 4.634 -1.090
H -2.570 3.318 0.072
H -3.343 2.950 -2.871
H -4.458 2.828 -1.506
H -3.115 1.064 -0.797
C -3.255 10.027 1.746
C -4.133 9.998 2.981
O -3.405 10.282 4.173
H -2.436 9.313 1.845
H -3.829 9.777 0.853
H -2.821 11.019 1.601
H -4.554 9.004 3.130
H -4.966 10.701 2.873
H -3.029 11.165 4.088
C -1.746 -0.019 -10.401
C -2.588 -1.281 -10.451
O -2.777 -1.860 -9.165
H -0.773 -0.231 -9.957
H -1.591 0.386 -11.402
H -2.233 0.748 -9.795
H -2.091 -2.047 -11.045
H -3.557 -1.072 -10.918
H -3.229 -1.217 -8.609
C 3.682 -3.625 -8.954
C 2.731 -3.064 -9.994
O 2.139 -4.076 -10.799
H 4.471 -4.205 -9.433
H 4.138 -2.824 -8.372
H 3.152 -4.285 -8.263
H 3.263 -2.414 -10.689
H 1.950 -2.466 -9.509
H 1.640 -4.664 -10.223

=====

59
Properties=species:S:1:pos:R:3 method="wB97M-V/def2-TZVPD" spin_multiplicity=1 mol_weight_g_mol=772.19 total_charge=+1 energy_ev=-105981.12612 orbital_gap_ev=1.640
N 0.467 0.176 -3.043
C -0.753 1.017 -3.346
O -0.709 2.211 -2.939
O -1.857 0.470 -4.107
P -3.269 0.289 -3.143
O -3.383 -1.218 -2.732
H 0.588 -0.476 -3.857
H 0.358 -0.357 -2.155
H -4.409 0.519 -4.012
H -3.305 1.132 -1.989
Cs 0.441 -2.032 -3.145
C 5.978 -2.635 2.031
C 5.130 -1.498 1.559
O 4.486 -2.028 0.422
C 4.388 -3.366 0.655
O 3.663 -4.104 0.043
O 5.203 -3.764 1.669
F 5.897 -0.448 1.171
H 6.945 -2.680 1.522
H 6.150 -2.607 3.109
H 4.382 -1.163 2.283
O -5.355 -0.232 -0.866
H -6.080 -0.762 -0.521
H -4.966 -0.790 -1.566
C -4.355 3.879 -3.557
O -4.138 2.843 -2.938
N -5.583 4.355 -3.898
C -5.750 5.595 -4.632
C -6.762 3.605 -3.517
H -3.533 4.528 -3.895
H -6.345 6.287 -4.031
H -6.268 5.385 -5.571
H -4.784 6.052 -4.851
H -6.786 3.504 -2.428
H -6.709 2.607 -3.961
H -7.665 4.112 -3.858
O -0.470 -6.225 -0.836
Cl -1.001 -6.054 0.498
O -0.709 -4.712 0.958
O -0.389 -7.014 1.386
O -2.432 -6.255 0.480
F 2.561 -3.036 2.235
K -7.833 -1.433 -0.381
Be -6.291 0.306 -3.425
O 0.409 2.072 0.049
Cl -0.043 3.440 0.203
O -1.477 3.453 0.386
O 0.301 4.196 -0.980
O 0.598 4.032 1.355
N 6.234 -0.801 5.761
C 7.499 -1.161 6.138
C 7.473 -1.469 7.484
C 6.147 -1.295 7.929
C 5.399 -0.884 6.842
H 5.959 -0.520 4.833
H 8.308 -1.166 5.423
H 8.319 -1.786 8.076
H 5.773 -1.451 8.929
H 4.351 -0.644 6.750

=====

16
Properties=species:S:1:pos:R:3 method="wB97M-V/def2-TZVPD" spin_multiplicity=1 mol_weight_g_mol=480.71 total_charge=-2 energy_ev=-228759.01775 orbital_gap_ev=5.983
Na -0.970 -0.368 -1.266
As 0.101 2.945 -1.255
F -0.089 4.398 -2.170
F 0.954 3.805 -0.030
F 0.249 1.415 -0.416
F -0.781 2.057 -2.500
F 1.575 2.608 -2.094
F -1.369 3.246 -0.440
As 0.476 -2.892 1.385
F 1.728 -3.646 0.426
F 0.686 -4.117 2.603
F -0.685 -2.119 2.310
F 0.257 -1.728 0.076
F -0.712 -3.888 0.607
F 1.714 -1.930 2.123
Br -3.133 0.214 0.639